2 unconnected molecules or ions with the total composition CF2O3S, computed with ωB97M-V with the def2-TZVPD basis set.

Geometry (Å):
C 2.12 0.43 -0.49
O 2.31 1.51 -0.30
O -0.47 0.54 0.09
O 1.96 -0.74 -0.52
F -2.96 0.13 0.01
F -1.56 -1.34 1.34
S -1.39 -0.53 -0.14

Results
electronic energy: -861.76363 Eh
total charge: 0
relative energy (zero: lowest compared OMol25 entry of this formula, charge and spin): 4.8 kcal/mol
HOMO level: -12.69 eV
Kohn-Sham gap: 12.39 eV

2 unconnected molecules or ions with the total composition C2H2N2O, computed with ωB97M-V with the def2-TZVPD basis set.

Geometry (Å):
O -0.17 -0.76 2.27
C -0.71 -0.18 1.41
N -1.17 0.38 0.43
C 1.32 -0.13 -1.54
N 2.42 -0.46 -1.53
H -1.97 0.99 0.47
H 0.29 0.17 -1.51

Results
electronic energy: -262.14394 Eh
total charge: 0
relative energy (zero: lowest compared OMol25 entry of this formula, charge and spin): 12.5 kcal/mol
HOMO level: -11.64 eV
SMILES: N=C=O.C#N
Kohn-Sham gap: 12.12 eV

A molecular structure, C36H25Br2F5N3O3SY, computed with ωB97M-V with the def2-TZVPD basis set.

Geometry (Å):
Y -0.39 -0.07 0.57
F -3.30 -5.86 -1.16
C -2.69 -5.02 -0.33
C -2.95 -3.66 -0.40
F -3.79 -3.18 -1.32
C -2.28 -2.81 0.46
F -2.50 -1.47 0.31
C -1.36 -3.22 1.40
S -0.46 -2.09 2.38
C -1.14 -4.60 1.45
F -0.25 -5.10 2.31
C -1.79 -5.48 0.61
F -1.53 -6.79 0.67
C 2.13 -2.85 0.15
C 1.12 -2.86 -0.96
C 1.04 -3.99 -1.80
C 0.14 -4.03 -2.82
C -0.70 -2.92 -3.06
C -1.66 -2.82 -4.09
Br -1.92 -4.27 -5.29
C -2.43 -1.70 -4.22
C -2.28 -0.63 -3.34
Br -3.39 0.89 -3.52
C -1.37 -0.65 -2.30
O -1.21 0.30 -1.42
C -0.56 -1.83 -2.18
N 0.33 -1.82 -1.13
H 3.03 -3.38 -0.16
H 1.73 -3.33 1.04
H 2.40 -1.83 0.42
H 1.70 -4.83 -1.61
H 0.06 -4.90 -3.46
H -3.17 -1.64 -5.01
C -8.51 4.85 2.18
C -7.62 3.97 1.34
C -8.18 3.18 0.34
C -7.39 2.36 -0.44
C -6.02 2.34 -0.24
C -5.45 3.12 0.75
N -4.04 3.05 0.94
C -3.17 4.00 0.50
C -3.63 5.26 0.08
C -2.76 6.24 -0.35
C -1.38 6.01 -0.40
C -0.92 4.77 -0.03
C -1.78 3.76 0.42
C -1.17 2.45 0.72
O -1.87 1.52 1.29
O 0.02 2.20 0.41
C -6.24 3.94 1.56
C -5.64 4.77 2.66
H -9.54 4.81 1.84
H -8.18 5.89 2.14
H -8.48 4.55 3.23
H -9.25 3.21 0.18
H -7.83 1.74 -1.21
H -5.37 1.72 -0.86
H -3.64 2.14 1.11
H -4.70 5.46 0.08
H -3.16 7.20 -0.66
H -0.70 6.78 -0.74
H 0.14 4.53 -0.08
H -5.69 5.83 2.43
H -4.59 4.51 2.81
H -6.17 4.62 3.60
C 2.80 1.31 4.55
C 3.44 0.80 3.42
C 2.66 0.43 2.34
N 1.33 0.52 2.33
C 0.73 1.02 3.41
C 1.42 1.42 4.54
H 3.38 1.61 5.41
H 4.51 0.70 3.37
H 3.13 0.04 1.45
H -0.35 1.10 3.38
H 0.89 1.81 5.39

Results
electronic energy: -7860.97465 Eh
total charge: 0
relative energy (zero: lowest compared OMol25 entry of this formula, charge and spin): 1.5 kcal/mol
HOMO level: -7.73 eV
Kohn-Sham gap: 7.38 eV

A single C5H10N2 molecule, computed with ωB97M-V with the def2-TZVPD basis set.

Geometry (Å):
C 0.33 -0.81 1.76
C 0.29 -0.62 -1.91
C 0.45 0.17 0.62
C -0.22 -0.02 -0.64
N 1.59 0.95 0.66
C -1.46 0.59 -0.43
N -2.62 0.56 -0.97
H 1.83 1.45 -0.18
H 2.09 1.04 1.54
H -3.27 1.25 -0.60
H -1.20 0.95 0.74
H -0.67 -1.24 1.82
H 1.06 -1.61 1.62
H 0.55 -0.33 2.72
H 1.06 0.01 -2.37
H 0.73 -1.60 -1.74
H -0.53 -0.74 -2.63

Results
electronic energy: -305.88923 Eh
total charge: 0
relative energy (zero: lowest compared OMol25 entry of this formula, charge and spin): 84.5 kcal/mol
HOMO level: -6.49 eV
SMILES: [H]/N=C/C(C)=C(\C)N
Kohn-Sham gap: 6.47 eV

A single C6H8S molecule, computed with ωB97M-V with the def2-TZVPD basis set.

Geometry (Å):
C -1.10 0.01 1.72
C -0.08 -0.40 0.60
C -0.65 -0.74 -0.69
C -0.03 -0.22 -1.79
C 1.12 0.57 -1.30
C 1.01 0.56 0.17
H -1.62 1.05 1.59
H -0.63 0.07 2.76
H -1.85 -0.86 1.79
H 0.39 -1.34 1.01
H -1.49 -1.45 -0.78
H -0.28 -0.41 -2.88
H 1.14 1.63 -1.80
H 2.11 0.15 -1.62
S 1.97 1.38 1.20

Results
electronic energy: -631.55097 Eh
total charge: 0
relative energy (zero: lowest compared OMol25 entry of this formula, charge and spin): 25.2 kcal/mol
HOMO level: -8.54 eV
SMILES: C[C@H]1C=CCC1=S
Kohn-Sham gap: 8.36 eV

A gas-phase ion, C8H9N2O2 (charge +1), computed with ωB97M-V with the def2-TZVPD basis set.

Geometry (Å):
C -2.55 -0.88 -0.19
C -2.86 0.45 0.02
C -1.28 -1.40 -0.28
C -1.81 1.32 0.11
C -0.28 -0.51 -0.01
C -0.59 0.84 0.05
C 1.67 0.77 -0.12
C 1.25 -0.76 -0.01
N 0.59 1.51 0.06
N 2.89 1.29 -0.18
O 1.69 -1.47 -1.11
O 1.67 -1.15 1.24
H -3.28 -1.65 -0.36
H -3.89 0.92 0.03
H -1.12 -2.47 -0.15
H -1.94 2.43 0.28
H 0.67 2.53 0.24
H 3.75 0.80 -0.50
H 3.02 2.30 -0.30
H 2.49 -1.88 -0.91
H 0.98 -1.77 1.62

Results
electronic energy: -569.99011 Eh
total charge: +1
relative energy (zero: lowest compared OMol25 entry of this formula, charge and spin): 9.7 kcal/mol
HOMO level: -12.76 eV
SMILES: [NH2+]=C1Nc2ccccc2C1(O)O
Kohn-Sham gap: 8.96 eV

A molecular structure, C26H22F3MoN10O5Sb, computed with ωB97M-V with the def2-TZVPD basis set.

Geometry (Å):
Mo -0.12 -0.25 -0.35
O -2.11 0.76 0.44
C -2.58 0.37 1.74
C -2.10 -1.04 1.90
N -0.64 -1.08 1.67
C -0.15 -2.48 1.72
C 1.22 -2.49 1.08
O 2.08 -3.27 1.37
O 1.38 -1.51 0.19
C 0.12 -0.25 2.66
C 0.38 1.16 2.17
O 0.41 2.10 2.92
O 0.59 1.22 0.87
H -1.95 1.72 0.40
H -2.17 1.04 2.51
H -3.67 0.41 1.78
H -2.34 -1.44 2.89
H -2.55 -1.68 1.14
H -0.11 -2.85 2.74
H -0.80 -3.10 1.11
H -0.40 -0.25 3.62
H 1.10 -0.71 2.80
N -2.49 -0.43 -2.99
C -1.85 0.77 -2.77
N -2.12 1.88 -3.41
N -1.28 2.80 -2.86
N -0.55 2.28 -1.95
N -0.90 0.95 -1.84
C -2.07 -1.61 -2.45
N -2.46 -2.79 -2.88
N -1.83 -3.67 -2.05
N -1.07 -3.06 -1.22
N -1.20 -1.71 -1.43
H -3.09 -0.48 -3.80
F 7.18 2.06 -3.38
C 5.98 1.50 -3.17
C 5.22 1.91 -2.10
C 3.98 1.31 -1.90
C 3.53 0.33 -2.77
C 4.32 -0.07 -3.85
C 5.55 0.52 -4.06
Sb 1.68 -0.62 -2.52
C 2.27 -2.63 -2.60
C 1.66 -3.61 -3.37
C 2.09 -4.93 -3.31
C 3.13 -5.24 -2.46
F 3.55 -6.52 -2.39
C 3.75 -4.30 -1.67
C 3.31 -2.99 -1.74
C 0.78 -0.11 -4.35
C 0.95 1.23 -4.73
C 0.36 1.72 -5.88
C -0.41 0.86 -6.64
F -0.98 1.33 -7.76
C -0.61 -0.46 -6.30
C -0.02 -0.94 -5.14
H 5.60 2.68 -1.44
H 3.38 1.63 -1.06
H 3.98 -0.84 -4.54
H 6.19 0.24 -4.89
H 0.83 -3.38 -4.03
H 1.62 -5.71 -3.90
H 4.55 -4.59 -1.00
H 3.79 -2.25 -1.11
H 1.55 1.90 -4.14
H 0.47 2.75 -6.18
H -1.23 -1.09 -6.92
H -0.21 -1.96 -4.86

Results
electronic energy: -2535.81354 Eh
total charge: 0
relative energy (zero: lowest compared OMol25 entry of this formula, charge and spin): 7.1 kcal/mol
HOMO level (alpha / beta): -8.95 / -9.05 eV
Kohn-Sham gap (alpha / beta): 7.94 / 7.77 eV
2S+1: 3

3 unconnected molecules or ions with the total composition C3H13N2O3, computed with ωB97M-V with the def2-TZVPD basis set.

Geometry (Å):
O -1.10 0.49 -0.89
C -1.48 -0.64 -0.63
N -2.65 -1.13 -1.05
C -0.62 -1.51 0.29
N 0.65 -0.80 0.58
C 1.28 -1.29 1.84
H -3.22 -0.48 -1.57
H -3.04 -2.05 -0.92
H -1.10 -1.83 1.21
H -0.46 -2.46 -0.23
H 0.51 0.20 0.62
H 1.32 -0.92 -0.18
H 2.35 -1.19 1.72
H 1.11 -2.36 1.96
H 0.93 -0.76 2.71
H 1.52 1.13 -1.87
H 1.92 1.86 -0.49
O 1.94 1.03 -1.00
H 0.14 3.30 0.36
H 1.58 3.75 0.68
O 0.96 3.02 0.78

Results
electronic energy: -457.12725 Eh
total charge: +1
relative energy (zero: lowest compared OMol25 entry of this formula, charge and spin): 14.0 kcal/mol
HOMO level: -14.36 eV
Kohn-Sham gap: 11.52 eV

2 unconnected molecules or ions with the total composition C3H9NO2, computed with ωB97M-V with the def2-TZVPD basis set.

Geometry (Å):
C -0.21 1.81 -1.97
O -0.58 2.19 -0.60
C 0.46 0.43 -1.69
H 0.38 2.65 -2.33
H -1.09 1.56 -2.55
H -0.51 3.15 -0.51
H 1.45 0.74 -1.37
H 0.57 -0.11 -2.65
H -0.13 -0.33 -1.19
C -0.08 -2.02 1.54
N 1.18 -1.52 1.57
O -1.05 -1.30 1.60
H -0.05 -3.10 1.51
H 1.33 -0.60 1.93
H 1.89 -2.03 1.07

Results
electronic energy: -324.90201 Eh
total charge: 0
relative energy (zero: lowest compared OMol25 entry of this formula, charge and spin): 44.3 kcal/mol
HOMO level: -9.97 eV
SMILES: NC=O.CCO
Kohn-Sham gap: 10.90 eV

A gas-phase ion, C6H13N4 (charge +1), computed with ωB97M-V with the def2-TZVPD basis set.

Geometry (Å):
C -0.21 0.05 0.29
C 1.82 1.23 1.14
C 1.66 0.03 -1.23
C -3.38 1.37 -0.20
C -0.58 -2.51 -0.15
C 1.28 0.07 0.28
N -1.01 1.04 0.48
N -2.25 -0.73 -0.15
N -2.27 0.56 0.07
N -1.00 -1.12 -0.08
H 1.31 1.28 2.11
H 1.69 2.20 0.64
H 2.81 1.10 1.48
H 2.80 -0.11 -1.34
H 1.24 0.88 -1.74
H 1.37 -0.95 -1.65
H -3.41 2.32 0.50
H -3.28 1.88 -1.14
H -4.33 0.82 -0.22
H -0.01 -2.85 0.67
H -1.51 -3.22 -0.04
H 0.03 -2.55 -1.06
H 1.63 -0.80 0.68

Results
electronic energy: -455.12363 Eh
total charge: +1
relative energy (zero: lowest compared OMol25 entry of this formula, charge and spin): 54.5 kcal/mol
HOMO level: -15.15 eV
SMILES: CC(C)c1nn(C)n[n+]1C
Kohn-Sham gap: 10.99 eV

2 unconnected molecules or ions with the total composition C6H13F3O10PS2Si, computed with ωB97M-V with the def2-TZVPD basis set.

Geometry (Å):
O 2.86 3.47 1.96
C 3.27 3.49 0.75
O 3.80 4.70 0.28
Si 3.21 2.04 -0.49
C 4.66 0.79 -0.36
P 5.41 0.60 1.35
O 6.78 -0.10 1.15
O 4.52 -0.39 2.42
O 5.74 2.06 2.15
S 1.22 1.06 -0.47
O 1.32 -0.37 -1.00
O 0.35 1.81 -1.49
C 0.35 1.22 1.16
F 1.26 0.89 2.21
F -0.83 0.42 1.20
F 0.02 2.60 1.34
H 3.30 2.64 -1.84
H 4.26 -0.24 -0.72
H 5.43 1.10 -1.16
H 3.74 -0.81 1.99
H 5.18 2.17 2.96
O -3.35 -3.45 -1.95
S -3.28 -2.23 -1.19
O -2.85 -2.22 0.18
O -4.71 -1.48 -1.29
C -5.89 -2.20 -0.94
C -6.06 -2.30 0.57
C -2.34 -1.04 -2.09
H -5.89 -3.19 -1.40
H -6.74 -1.65 -1.35
H -5.28 -2.93 1.01
H -7.03 -2.73 0.82
H -5.98 -1.31 1.03
H -2.71 -1.01 -3.12
H -1.30 -1.36 -2.08
H -2.44 -0.07 -1.61

Results
electronic energy: -2715.70100 Eh
total charge: -1
relative energy (zero: lowest compared OMol25 entry of this formula, charge and spin): 89.9 kcal/mol
HOMO level: -5.37 eV
Kohn-Sham gap: 7.64 eV

A single C6H8S2 molecule, computed with ωB97M-V with the def2-TZVPD basis set.

Geometry (Å):
C -0.73 -0.55 -0.74
C -0.50 -1.58 0.43
C 0.47 -0.58 1.13
C 0.49 0.27 -0.19
C 0.49 1.73 -0.05
C 0.43 2.92 0.12
H -3.00 -0.62 -1.22
H -0.51 -0.91 -1.67
H -0.07 -2.44 0.03
H -1.37 -1.83 1.07
H 1.35 -1.03 1.57
H -0.03 -0.02 1.91
H 2.89 0.59 -0.80
H 0.37 3.98 0.29
S -2.28 0.41 -0.77
S 1.99 -0.35 -1.11

Results
electronic energy: -1029.68261 Eh
total charge: 0
relative energy (zero: lowest compared OMol25 entry of this formula, charge and spin): 68.1 kcal/mol
HOMO level: -9.19 eV
SMILES: C#C[C@@]1(S)CC[C@H]1S
Kohn-Sham gap: 9.96 eV